DFT (ωB97M-V with the def2-TZVPD basis set) results for one molecule with the formula C3H3N3O at a distorted geometry.

Properties
Lowest unoccupied orbital energy ... -0.27 eV
ΔE to the lowest compared entry with this formula, charge and spin ... 73.33 kcal/mol
HOMO-LUMO gap ... 0.3707 hartree
Structure (SMILES) ... [H]/N=C(/C#N)NC=O
E_tot ... -9674.274 eV
HOMO energy ... -10.4 eV

Geometry (Å):
H -2.29903 -1.40160 -0.11614
N -2.00723 -0.35471 -0.38999
C -0.73913 -0.04821 -0.11228
C -0.76497 1.38246 0.05891
N -0.87332 2.54320 0.22350
N 0.42057 -0.75357 0.37288
C 1.66206 0.05058 -0.06830
O 1.68511 1.26133 -0.40124
H 0.44862 -1.84991 0.29143
H 2.46732 -0.82958 0.14123

DFT (ωB97M-V with the def2-TZVPD basis set) results for a 7-piece molecular cluster, C7H26BrN6O8 overall at a distorted geometry.

Properties
Net charge ... -1
Lowest unoccupied orbital energy ... 2.68 eV
ΔE to the lowest compared entry with this formula, charge and spin ... 39.13 kcal/mol
HOMO-LUMO gap ... 0.3489 hartree
E_tot ... -103048.225 eV
HOMO energy ... -6.8 eV

Geometry (Å):
Br -0.03897 -0.04509 0.36492
C 2.47084 -2.99212 2.32847
O 3.28626 -3.90011 2.38919
N 2.83466 -1.77770 2.42448
N 1.15970 -3.15166 2.25817
H 2.17140 -1.02423 2.31287
H 3.82044 -1.59305 2.54387
H 0.83957 -4.10244 2.14144
H 0.54410 -2.36387 2.11491
C -0.12577 3.12919 -2.79345
O -0.76039 3.96584 -2.18098
N 0.32584 3.16530 -4.00866
N 0.46080 2.06153 -2.26494
H 0.23452 4.03214 -4.51890
H 0.84750 2.37247 -4.35419
H 0.97117 1.50013 -2.93162
H 0.18773 1.93143 -1.30130
C 4.25657 1.28417 0.16823
O 5.36185 1.83934 0.08072
N 4.02755 -0.04677 0.15900
N 3.06573 1.87062 0.17871
H 3.22277 -0.45079 0.61639
H 4.74698 -0.72170 -0.05777
H 2.27194 1.25712 0.29539
H 2.97075 2.87063 0.07356
C -2.04036 2.97930 1.25455
C -3.08658 3.82875 2.02968
O -3.81750 3.14615 3.00535
O -2.58699 1.95346 0.43704
H -1.38970 2.48710 1.97738
H -1.43653 3.58964 0.58302
H -3.89023 4.24219 1.42032
H -2.64737 4.75505 2.40005
H -4.56848 2.73930 2.56704
H -1.95336 1.23238 0.44948
C -1.59568 -3.38842 -0.38532
C -2.48830 -4.53026 -0.77677
O -3.62612 -4.61576 0.01610
O -2.25428 -2.13701 -0.63212
H -0.62982 -3.37155 -0.89022
H -1.51754 -3.32203 0.69984
H -1.90476 -5.44803 -0.70426
H -2.72526 -4.30801 -1.81723
H -3.38297 -4.92812 0.89070
H -1.67938 -1.39305 -0.43818
O 0.17600 -1.06963 -3.00944
H 0.45606 -1.08869 -2.09433
H -0.56444 -0.46313 -3.02124

DFT (ωB97M-V with the def2-TZVPD basis set) results for one molecule with the formula C4H5NO at a distorted geometry.

Properties
Lowest unoccupied orbital energy ... -0.74 eV
ΔE to the lowest compared entry with this formula, charge and spin ... 80.15 kcal/mol
HOMO-LUMO gap ... 0.3129 hartree
E_tot ... -7763.051 eV
HOMO energy ... -9.3 eV

Geometry (Å):
C 1.88992 0.07267 0.18159
C 0.39875 -0.23568 -0.01530
N -0.32532 0.85673 0.14134
C -1.75768 0.67719 -0.01553
C -2.09744 -0.54895 -0.29987
O -0.07036 -1.38424 -0.28697
H 2.27200 -0.52238 1.01505
H 2.05478 1.13495 0.40977
H 2.43528 -0.17255 -0.73342
H -2.29210 1.63073 0.14194
H -2.50783 -1.50846 -0.53860

DFT (ωB97M-V with the def2-TZVPD basis set) results for C35H42IN2O2S2 as an isolated structure at a distorted geometry.

Properties
Net charge ... +1
Lowest unoccupied orbital energy ... -4.98 eV
HOMO-LUMO gap ... 0.1993 hartree
E_tot ... -73813.354 eV
HOMO energy ... -10.4 eV

Geometry (Å):
C -0.15648 2.15306 1.41119
C 0.89151 1.34682 1.34040
C 0.78374 -0.14703 1.01285
C 0.48639 -0.35869 -0.50337
C 1.47292 0.57012 -1.26574
C 1.52106 0.26072 -2.79153
C 2.33900 1.26372 -3.58036
C 3.12319 2.20222 -2.93870
C 3.84732 3.14976 -3.63608
C 3.78716 3.17718 -5.01705
C 3.01785 2.23124 -5.65235
C 2.29513 1.28602 -4.96780
C 2.01232 -1.21034 -2.96198
C 1.77895 -2.13081 -1.74949
C 3.08008 -2.24994 -0.90526
C 3.70545 -3.69151 -0.86767
C 4.02938 -4.10861 0.60516
C 5.52101 -4.40714 0.84946
O 6.30904 -3.22585 1.00428
C 6.37974 -2.77511 2.28684
O 6.45934 -3.46070 3.27769
N 0.51452 -1.77850 -0.96989
I 0.51343 -3.22312 0.62028
C -0.64690 -2.22510 -1.82627
C -2.07244 -1.75884 -1.49282
C -2.49939 -1.59378 -0.03032
S -4.07674 -0.65126 0.02866
C -4.24918 -0.41759 1.80502
S -3.77754 -1.66077 2.77372
N -4.80892 0.74276 2.34058
C -5.14277 1.76712 1.36565
C -4.25497 2.43499 0.54801
C -4.62305 3.41476 -0.34293
C -5.95715 3.78288 -0.40552
C -6.84804 3.12064 0.40515
C -6.47806 2.12729 1.28177
C -4.13099 1.24395 3.52301
C -4.55996 0.79849 4.75938
C -3.94255 1.19905 5.91223
C -2.87299 2.07194 5.88873
C -2.46099 2.54988 4.66194
C -3.08731 2.13805 3.50840
H -0.08267 3.19398 1.71408
H -1.14888 1.74558 1.20688
H 1.88374 1.77738 1.48260
H 1.74181 -0.57554 1.31963
H -0.05265 -0.48305 1.63819
H -0.47674 0.14759 -0.63727
H 2.48009 0.52908 -0.83126
H 1.12299 1.60404 -1.21596
H 0.46765 0.28392 -3.11759
H 3.19966 2.25996 -1.85603
H 4.42470 3.87895 -3.07439
H 4.34538 3.95257 -5.53304
H 2.95960 2.25879 -6.73928
H 1.68114 0.56410 -5.50264
H 3.04085 -1.19726 -3.32771
H 1.41939 -1.63194 -3.78920
H 1.57353 -3.12726 -2.15771
H 3.84157 -1.66122 -1.43204
H 3.05020 -1.79090 0.08711
H 2.96954 -4.40737 -1.24780
H 4.64902 -3.70689 -1.41547
H 3.71574 -3.36331 1.34846
H 3.48320 -5.02919 0.85309
H 5.89959 -4.91420 -0.04693
H 5.60759 -5.12086 1.67303
H 6.39715 -1.67284 2.38804
H -0.64878 -3.31900 -1.78272
H -0.49251 -2.02198 -2.89316
H -2.25741 -0.80457 -2.01352
H -2.76745 -2.46167 -1.96951
H -2.72676 -2.57575 0.39643
H -1.80918 -1.07577 0.63732
H -3.20152 2.16270 0.59908
H -3.85275 3.87299 -0.95663
H -6.24240 4.57721 -1.08859
H -7.89763 3.40768 0.37599
H -7.19243 1.63563 1.93605
H -5.37979 0.08979 4.83599
H -4.25988 0.82591 6.88356
H -2.33465 2.40201 6.77191
H -1.63928 3.25894 4.59603
H -2.71287 2.55387 2.57971

DFT (ωB97M-V with the def2-TZVPD basis set) results for C7H6IO2S as an isolated structure at a distorted geometry.

Properties
Net charge ... -1
Lowest unoccupied orbital energy ... 2.83 eV
ΔE to the lowest compared entry with this formula, charge and spin ... 0.00 kcal/mol
HOMO-LUMO gap ... 0.2414 hartree
E_tot ... -30387.524 eV
HOMO energy ... -3.7 eV

Geometry (Å):
C -2.18772 0.83409 -0.49543
C -1.98104 0.42439 0.79860
C -1.13207 0.97541 -1.37491
C -0.67327 0.20764 1.17599
C 0.14851 0.58848 -1.01893
C 0.35944 0.22818 0.29934
C 1.64664 -0.21222 0.74250
O 1.39613 -2.06317 -1.46079
O 2.05845 -2.86313 0.78047
S 2.31292 -1.90903 -0.30783
I 3.28023 1.05391 0.18834
H -3.12739 1.26806 -0.82395
H -2.97475 0.25389 1.45148
H -1.45592 1.10417 -2.40989
H -0.33439 -0.12649 2.22323
H 1.04574 0.62507 -1.57237
H 1.61847 -0.38925 1.80415

DFT (ωB97M-V with the def2-TZVPD basis set) results for C41H34BrN5O5SnTe as an isolated structure at a distorted geometry.

Properties
Net charge ... +1
2S+1 ... 2
Lowest unoccupied orbital energy (alpha / beta) ... -2.70 / -4.50 eV
ΔE to the lowest compared entry with this formula, charge and spin ... 0.00 kcal/mol
HOMO-LUMO gap (alpha / beta) ... 0.2872 / 0.2514 hartree
E_tot ... -143919.913 eV
HOMO energy (alpha / beta) ... -10.5 / -11.3 eV

Geometry (Å):
Sn -1.16141 -0.29389 1.66246
O -1.18961 2.91711 4.60688
C -0.92887 2.02515 3.83614
N -1.63566 1.63840 2.70622
C -2.76397 2.35979 2.34520
O -3.32004 3.23419 2.96249
C -3.27034 1.99749 0.98076
C -4.11722 2.87264 0.32638
C -4.50513 2.58368 -0.97053
C -4.02792 1.42554 -1.56869
C -3.19572 0.59781 -0.84127
N -2.83257 0.87482 0.41766
C 0.33529 1.23102 4.06162
C 1.11971 1.49493 5.17257
C 2.29966 0.78863 5.33360
C 2.65699 -0.16551 4.38739
C 1.80547 -0.38646 3.32431
N 0.67375 0.30868 3.17042
H -4.45147 3.76259 0.84121
H -5.16580 3.25004 -1.50992
H -4.29983 1.15814 -2.58072
H -2.80167 -0.31177 -1.26888
H 0.78960 2.24103 5.88110
H 2.93567 0.97514 6.18966
H 3.57589 -0.72898 4.47202
H 2.01765 -1.13148 2.56388
Br -2.58826 -0.98553 5.32825
C -3.56297 -1.88060 3.97948
C -4.70158 -2.58935 4.30661
C -5.37874 -3.22630 3.28184
C -4.89453 -3.15754 1.98733
C -3.73941 -2.43521 1.74550
N -3.09167 -1.78928 2.73523
C -3.18560 -2.38867 0.30610
O -3.85533 -2.91062 -0.56739
O -2.04826 -1.80215 0.14963
H -5.03654 -2.63314 5.33309
H -6.28713 -3.77345 3.50176
H -5.37928 -3.65220 1.15660
C 2.65496 1.29870 -7.14000
C 2.00996 0.77062 -5.88629
C 1.42857 1.62009 -4.95863
C 0.81637 1.14344 -3.80475
C 0.10740 2.12373 -2.89961
C 0.85786 -0.22912 -3.55848
Te 0.13784 -1.14540 -1.77188
N 0.01130 0.23709 -0.25395
C 1.21716 0.95279 -0.27385
O 2.09688 0.69653 -1.08534
C 1.37242 2.07236 0.69985
C 0.35387 3.00921 0.85330
C 0.47592 4.01599 1.80130
C 1.61200 4.08227 2.59593
C 2.64577 3.16781 2.41734
C 2.53107 2.16853 1.46571
C 1.94200 -2.16856 -1.23207
C 3.13741 -1.76178 -1.82006
C 4.31620 -2.41917 -1.52073
C 4.30422 -3.48256 -0.62837
C 3.11691 -3.87744 -0.03720
C 1.90704 -3.24195 -0.33033
C 0.64698 -3.75221 0.32368
C 1.33805 -1.13146 -4.52938
C 1.22275 -2.63806 -4.41202
C 1.92958 -0.60033 -5.66801
H 2.68238 2.38759 -7.14818
H 2.10204 0.96361 -8.01992
H 3.67511 0.92282 -7.23532
H 1.43215 2.69183 -5.13517
H -0.52237 2.78092 -3.49865
H 0.82841 2.74284 -2.36190
H -0.52286 1.61931 -2.17065
H -0.51212 2.96108 0.20027
H -0.31792 4.74341 1.92801
H 1.69400 4.85630 3.34889
H 3.54551 3.24156 3.01541
H 3.33088 1.45405 1.30510
H 3.14652 -0.91646 -2.49438
H 5.24113 -2.10764 -1.98939
H 5.22204 -4.01430 -0.40435
H 3.11236 -4.70970 0.65902
H 0.78620 -4.77149 0.68219
H -0.19158 -3.74287 -0.36691
H 0.37337 -3.13322 1.18353
H 0.32924 -2.93717 -3.86009
H 2.09064 -3.07190 -3.91548
H 1.15902 -3.08181 -5.40358
H 2.33226 -1.28457 -6.41064

Among the records above, which one has the lowest E_tot?
C41H34BrN5O5SnTe